Run 1
Molecular formula: H3NP2
Method: DFT, ωB97M-V/def2-TZVPD

```
! RIJCOSX wB97M-V def2-TZVPD def2/J DEFGRID3
* xyz 0 1
P 1.47790 0.46438 0.06729
H 1.76829 -0.78197 -0.59117
H 1.04747 1.28813 -1.17081
N -0.27081 -0.52415 0.65481
P -1.55654 0.26477 0.30100
H -2.46631 -0.71116 0.73888
*
```

Output
Structure (SMILES): [H]/P=N/P
E_HOMO: -9.04 eV
Frontier orbital gap: 8.82 eV

---

Run 2
Molecular formula: H3NP2
Method: DFT, ωB97M-V/def2-TZVPD

```
! RIJCOSX wB97M-V def2-TZVPD def2/J DEFGRID3
* xyz 0 1
H 1.94105 0.08767 -0.71624
P 1.09630 0.77779 0.07863
H -2.41624 -1.02939 -0.62441
N -0.22125 -0.13911 -0.29166
P -1.88514 0.09628 0.31745
H 1.48528 0.20677 1.23623
*
```

Output
Structure (SMILES): [H]/P=N/P
E_HOMO (spin up / spin down): -8.53 / -8.53 eV
Frontier orbital gap (spin up / spin down): 7.18 / 7.18 eV

---

Quick one: most stable of them? run 1

---

Run 1
Molecular formula: C4H12NO2
Method: DFT, ωB97M-V/def2-TZVPD

```
! RIJCOSX wB97M-V def2-TZVPD def2/J DEFGRID3
* xyz 0 2
C -0.23331 -0.28789 -1.66001
H 1.04563 -0.70645 0.63461
H -0.76757 0.65337 -1.24640
H -0.70542 1.83201 2.79955
H -2.51611 -1.78228 0.54102
O -0.26640 0.98684 2.69894
H 1.54423 0.71126 -2.08030
C 1.55246 0.19497 0.12653
H 2.63987 0.20401 0.52567
C -2.02228 -0.90131 0.11046
H -2.80815 -0.31235 -0.47387
C 1.28968 -0.20031 -1.38876
N -0.99529 -1.34820 -0.95918
O 0.93137 1.30130 0.44629
H 0.08226 1.10710 1.58422
H -0.63319 -0.12733 -2.71407
H -0.26162 -1.91464 -0.45620
H 2.03699 -0.99108 -1.59156
H -1.52905 -0.37409 0.90040
*
```

Output
<S²>: 0.76
E_HOMO (spin up / spin down): -8.85 / -8.84 eV
Frontier orbital gap (spin up / spin down): 9.76 / 5.93 eV

---

Run 2
Molecular formula: C4H12NO2
Method: DFT, ωB97M-V/def2-TZVPD

```
! RIJCOSX wB97M-V def2-TZVPD def2/J DEFGRID3
* xyz 0 2
H 1.65173 2.04743 0.54263
H -2.30072 0.80257 -1.25852
H 0.02160 -1.76744 -1.29647
O 0.90925 -2.83872 1.57578
C 0.73328 0.30383 -0.18839
N -0.76150 -1.16411 -1.56685
O 1.46948 0.78818 2.09386
H -1.66850 1.83122 -0.03365
H -0.56357 -0.82498 -2.52672
C -1.42590 1.14117 -0.85153
H 0.99120 -1.83451 1.66673
C -0.63152 -0.07300 -0.50322
C 1.00565 1.33042 1.02800
H 1.28799 0.60864 -1.05604
H -0.81495 1.79905 -1.41391
H -1.15992 -0.49141 0.39480
H 1.32351 -0.55290 0.13274
H 0.04609 -2.95305 1.93607
H -0.11321 1.84761 1.32470
*
```

Output
<S²>: 0.76
E_HOMO (spin up / spin down): -9.59 / -9.47 eV
Frontier orbital gap (spin up / spin down): 10.46 / 7.44 eV

---

Quick one: most stable of them? run 2

---

Run 1
Molecular formula: CH4O2SSi
Method: DFT, ωB97M-V/def2-TZVPD

```
! RIJCOSX wB97M-V def2-TZVPD def2/J DEFGRID3
* xyz 0 1
S 0.93041 -0.83963 1.07228
H -0.29999 1.60803 -1.63215
H -2.28549 0.36530 -1.03049
C 0.34474 -0.62295 -0.39927
O 1.97524 -1.80179 1.24492
O 0.13551 -0.55106 2.21910
H 1.32584 -0.81046 -1.22030
Si -0.90120 0.83371 -0.60582
H -1.22506 1.81886 0.35172
*
```

Output
Structure (SMILES): O=S(=O)=C[SiH3]
E_HOMO: -10.46 eV
Frontier orbital gap: 9.53 eV

---

Run 2
Molecular formula: CH4O2SSi
Method: DFT, ωB97M-V/def2-TZVPD

```
! RIJCOSX wB97M-V def2-TZVPD def2/J DEFGRID3
* xyz 0 1
H -1.55606 1.19209 1.72809
H -1.90612 -1.35691 -1.40353
O 2.56037 -0.57699 0.20908
H 0.59010 2.08518 0.52608
O 1.34797 -2.58311 -0.63320
H -1.70276 1.43181 -0.39253
S 1.31310 -1.23073 -0.17694
Si -0.60112 1.28567 0.51791
C -0.04548 -0.24701 -0.37497
*
```

Output
E_HOMO (spin up / spin down): -9.78 / -10.17 eV
Frontier orbital gap (spin up / spin down): 7.88 / 9.28 eV

---

Run 3
Molecular formula: CH4O2SSi
Method: DFT, ωB97M-V/def2-TZVPD

```
! RIJCOSX wB97M-V def2-TZVPD def2/J DEFGRID3
* xyz 0 1
H 0.64438 -1.46706 0.82988
O 0.70467 2.87449 0.48818
H 1.09021 0.69412 -1.36356
Si -0.38404 -1.59892 -0.18475
S 0.16474 1.52515 0.44397
C 0.21451 0.53085 -0.80974
O -0.73979 1.09462 1.56607
H -0.06517 -2.40357 -1.29095
H -1.62951 -1.24968 0.32089
*
```

Output
Structure (SMILES): O=S(=O)=C[SiH3]
E_HOMO: -9.66 eV
Frontier orbital gap: 9.53 eV

---

Quick one: most stable of them? run 1

---

Run 1
Molecular formula: C7H13NO
Method: DFT, ωB97M-V/def2-TZVPD

```
! RIJCOSX wB97M-V def2-TZVPD def2/J DEFGRID3
* xyz 0 1
H -1.64233 -2.68235 1.07105
H -2.94503 0.49865 1.27942
C -0.97360 1.45895 1.23071
C -2.32706 1.23010 1.86313
H 1.64715 -0.58910 0.22241
H -0.30081 -1.21343 -0.77364
C -1.40903 -1.63613 1.12495
C 1.76550 0.27916 -0.35706
H -0.31305 2.27177 1.51207
N 1.20112 -0.89171 -2.46925
H 1.23021 -1.92025 -2.30761
H -1.85493 -1.12137 1.97843
H 2.52149 0.91463 0.09950
H 3.18004 -0.56948 -1.81514
C -0.49036 0.57980 0.36071
C 2.22197 -0.10111 -1.76869
O 0.51524 1.00682 -0.43512
H -2.72826 2.21607 1.90340
C -0.76233 -0.88195 0.18277
H -2.18897 0.91333 2.86243
H 1.27843 -0.59143 -3.44438
H 2.37461 0.82902 -2.32010
*
```

Output
Structure (SMILES): C=C/C(=C\C)OCCN
E_HOMO: -8.00 eV
Frontier orbital gap: 9.01 eV

---

Run 2
Molecular formula: C7H13NO
Method: DFT, ωB97M-V/def2-TZVPD

```
! RIJCOSX wB97M-V def2-TZVPD def2/J DEFGRID3
* xyz 0 1
H -0.50964 -0.22096 2.56861
N -0.40909 1.01062 -2.24976
C -0.74386 -0.76134 -0.50337
C -0.84033 0.75505 -0.89669
H 2.73002 0.51166 -0.27908
H 0.24037 -1.76525 1.88456
H 0.55358 0.71790 -2.38450
H 1.69091 -0.64500 -1.07938
H -0.97563 0.48141 -2.90620
C -0.37228 -0.88430 1.71979
C 0.06924 1.42063 0.14250
H 2.49722 -1.10050 0.41969
H 1.29814 0.57654 1.68418
O -0.55749 -1.67723 -1.27544
H -1.90349 -2.10823 0.79030
H -2.35497 -0.35648 1.04481
H 0.70971 2.17546 -0.32139
H -0.52058 1.91073 0.91638
C -1.56021 -1.08379 0.89429
H -1.88470 1.07189 -0.81382
C 1.99494 -0.28065 -0.09754
C 0.84816 0.25183 0.74206
*
```

Output
E_HOMO: -8.49 eV
Frontier orbital gap: 9.23 eV

---

Run 3
Molecular formula: C7H13NO
Method: DFT, ωB97M-V/def2-TZVPD

```
! RIJCOSX wB97M-V def2-TZVPD def2/J DEFGRID3
* xyz 0 1
N -2.07688 -0.89944 -0.73475
H -2.82145 -0.23195 -0.92256
C 1.59789 -0.23348 -0.43409
H -1.79285 1.03752 1.68082
H -0.50496 -3.02572 -0.35542
H -0.18409 1.71041 1.76848
H 3.15188 0.87205 0.50253
C -1.09594 1.71127 1.16909
H 1.04905 -2.82118 -1.15108
O 2.44400 -0.76782 -1.16548
C -0.84142 1.28686 -0.27581
H 1.78646 1.84544 0.06956
H -1.52533 2.71637 1.22279
H -1.72187 1.58171 -0.86215
H 0.95245 -2.83142 0.62220
H -0.07399 1.88194 -0.76802
H -2.00007 -1.59076 -1.47803
C 0.45085 -2.49971 -0.29546
C 0.30127 -0.99771 -0.22351
C 2.05617 0.87450 0.47854
C -0.87098 -0.36212 -0.35382
H 1.71983 0.74323 1.50616
*
```

Output
Structure (SMILES): CC/C(N)=C(/C)C(C)=O
E_HOMO: -8.33 eV
Frontier orbital gap: 9.17 eV

---

Quick one: most stable of them? run 3

---

Run 1
Molecular formula: C7H13NO
Method: DFT, ωB97M-V/def2-TZVPD

```
! RIJCOSX wB97M-V def2-TZVPD def2/J DEFGRID3
* xyz 0 1
H 1.32110 2.83532 1.77562
H -2.28022 0.91653 1.18997
C 0.89667 1.18266 0.46167
H 1.01786 0.52607 -1.50738
C -0.72467 -0.16071 0.15752
H -0.20031 -2.14278 0.82370
C -0.92650 -1.79172 -1.20458
C -1.75974 -0.03866 1.24073
H 1.37851 1.30866 2.56177
N 1.45788 1.18138 -0.69513
H 2.37419 1.60124 -0.85296
H 1.00678 -1.42747 -0.28792
O 0.36281 -0.38651 -2.59129
H -1.76956 -2.46487 -1.11563
C -0.57038 -1.23645 -2.42614
C 1.61732 1.79376 1.60979
H -2.51065 -0.82369 1.13915
H -0.89810 0.45863 -0.70415
H -1.16134 -1.50607 -3.30967
C -0.05060 -1.47590 -0.02725
H 2.71639 1.79442 1.53816
H -1.29744 -0.14383 2.22402
*
```

Output
E_HOMO (spin up / spin down): -6.88 / -6.88 eV
Frontier orbital gap (spin up / spin down): 7.44 / 7.44 eV

---

Run 2
Molecular formula: C7H13NO
Method: DFT, ωB97M-V/def2-TZVPD

```
! RIJCOSX wB97M-V def2-TZVPD def2/J DEFGRID3
* xyz 0 1
C -2.45963 0.32980 -0.75252
C 1.64497 -1.66322 0.77458
H 1.18905 2.32570 0.85582
H -2.61907 1.33917 -0.36826
H -3.33621 -0.27777 -0.51037
C 1.13205 -0.55603 -0.09313
C 0.49472 1.93512 0.10303
C -0.88382 0.01562 1.25477
C 0.19760 0.47050 0.30833
H 2.51800 -1.30048 1.32935
H -2.37480 0.36418 -1.84015
H 0.92597 2.14939 -0.87833
N 1.75861 -0.40311 -1.25936
H -1.42867 0.83763 1.70898
H -0.42503 2.51742 0.17087
H 1.37484 0.24944 -1.92536
C -1.24682 -0.34981 -0.15887
H 0.89942 -1.98916 1.49056
H -0.70760 -0.80562 1.94228
H 2.29366 -1.16890 -1.63727
O -0.87127 -1.48258 -0.70105
H 1.92402 -2.53729 0.18610
*
```

Output
E_HOMO: -6.83 eV
Frontier orbital gap: 7.52 eV

---

Quick one: most stable of them? run 2

---

Run 1
Molecular formula: C5H12NO2
Method: DFT, ωB97M-V/def2-TZVPD

```
! RIJCOSX wB97M-V def2-TZVPD def2/J DEFGRID3
* xyz -1 1
O 1.21220 -1.91805 -0.95134
C -0.41560 0.75145 0.52252
C -0.53332 2.28895 0.52607
C 1.35715 -1.13929 0.17758
H 2.24952 -4.49917 -0.04942
H 1.66833 0.98378 0.37947
H -0.56863 0.31821 1.50563
H -2.69349 1.50180 -0.83165
H -1.22698 0.35644 -0.09228
H -3.72838 2.91138 -0.19531
C -2.77547 2.39593 -0.20006
H -0.02542 2.64852 1.41181
H 0.77559 -1.54803 1.02777
O 1.36117 -4.29712 -0.35673
N -1.87073 2.86905 0.54339
H 0.02924 2.60785 -0.34771
C 0.92531 0.30664 -0.07533
H 2.40309 -1.11569 0.55542
H 1.33260 -3.19192 -0.59418
H 0.94432 0.58405 -1.12934
*
```

Output
E_HOMO: -3.57 eV
Frontier orbital gap: 6.99 eV

---

Run 2
Molecular formula: C5H12NO2
Method: DFT, ωB97M-V/def2-TZVPD

```
! RIJCOSX wB97M-V def2-TZVPD def2/J DEFGRID3
* xyz -1 1
H -2.96677 0.45976 0.01118
H 2.92913 1.26774 0.66852
H -1.47487 -0.99934 0.87108
O -3.70913 -0.74874 0.07714
N 1.97460 0.93734 0.81939
H 2.63392 0.59124 -1.82987
H 1.51422 1.22670 -0.10048
C 2.41161 -0.32962 -1.27701
H -0.35953 1.71622 0.08161
O -2.33922 1.29255 0.31681
H -4.33977 -0.79700 -0.64823
H 2.98260 -1.14860 -1.68364
H -0.43010 0.09303 1.83254
H -1.00476 0.53947 -1.08088
C 0.63175 -1.07228 0.39518
C -1.06261 0.87905 -0.02301
C 1.79911 -0.21487 -0.07360
C -0.61976 -0.31096 0.84285
H 0.39164 -1.73419 -0.44263
H 1.03796 -1.64749 1.24306
*
```

Output
E_HOMO: -3.73 eV
Frontier orbital gap: 7.19 eV

---

Quick one: most stable of them? run 1